{"formula": "C15H23F6N3OPPdSi2", "method": "ωB97M-V with the def2-TZVPD basis set", "elements": ["Pd", "C", "Si", "C", "C", "C", "C", "C", "C", "C", "Si", "C", "C", "H", "H", "H", "H", "H", "H", "H", "H", "H", "H", "H", "H", "H", "H", "H", "H", "F", "P", "F", "F", "F", "F", "F", "C", "N", "C", "C", "C", "N", "C", "O", "N", "H", "H", "H", "H", "H", "H", "H"], "positions_angstrom": [[-0.209, -0.151, -0.095], [2.887, -0.694, 1.564], [2.038, 0.217, 0.061], [3.089, -0.289, -1.514], [2.388, 2.108, 0.257], [3.656, 2.661, 0.380], [3.842, 4.028, 0.504], [2.740, 4.866, 0.506], [1.472, 4.323, 0.371], [1.272, 2.957, 0.253], [-0.490, 2.127, 0.103], [-1.310, 3.066, -1.396], [-1.403, 2.914, 1.641], [3.964, -0.551, 1.623], [2.690, -1.755, 1.463], [2.446, -0.369, 2.502], [4.127, 0.022, -1.437], [2.670, 0.182, -2.399], [3.071, -1.362, -1.665], [4.528, 2.018, 0.383], [4.839, 4.448, 0.602], [2.870, 5.939, 0.607], [0.617, 4.988, 0.358], [-1.391, 4.131, -1.199], [-2.307, 2.673, -1.561], [-0.740, 2.930, -2.310], [-1.318, 3.999, 1.630], [-0.983, 2.555, 2.576], [-2.455, 2.652, 1.620], [-2.430, -0.623, -0.881], [-4.043, -0.360, -0.829], [-5.661, -0.089, -0.808], [-3.813, 1.011, -0.006], [-4.178, -1.191, 0.553], [-4.295, -1.738, -1.668], [-3.951, 0.458, -2.242], [-2.239, -4.032, 2.055], [-1.155, -3.920, 1.111], [-1.094, -4.851, 0.056], [-0.477, -4.511, -1.134], [0.044, -3.238, -1.267], [0.018, -2.356, -0.226], [-0.605, -2.631, 0.916], [-0.669, -1.813, 1.847], [0.648, -2.755, -2.449], [-2.281, -5.048, 2.466], [-3.211, -3.800, 1.594], [-2.048, -3.315, 2.857], [-1.549, -5.811, 0.246], [-0.439, -5.224, -1.946], [0.162, -3.061, -3.285], [0.665, -1.735, -2.392]], "mulliken_charge": [-0.442, -1.275, 0.859, -1.395, -0.025, -0.515, -0.571, -0.632, -0.204, 0.135, 0.751, -1.208, -1.296, 0.391, 0.292, 0.292, 0.422, 0.278, 0.357, 0.290, 0.344, 0.353, 0.235, 0.350, 0.306, 0.283, 0.359, 0.307, 0.321, -0.348, 1.320, -0.406, -0.379, -0.366, -0.403, -0.398, -1.113, 0.183, -0.502, -0.756, 0.381, 0.057, 0.592, -0.699, -0.607, 0.333, 0.294, 0.328, 0.340, 0.332, 0.253, 0.200], "total_charge": -2, "lumo_energy_ha": [0.1809, 0.1809], "spin_multiplicity": 2, "s2": 0.766}

=====

{"formula": "C15H23FN2O4S", "method": "ωB97M-V with the def2-TZVPD basis set", "elements": ["C", "C", "O", "C", "C", "C", "S", "O", "O", "N", "C", "C", "C", "N", "C", "C", "O", "C", "C", "C", "C", "C", "F", "H", "H", "H", "H", "H", "H", "H", "H", "H", "H", "H", "H", "H", "H", "H", "H", "H", "H", "H", "H", "H", "H", "H"], "positions_angstrom": [[-6.613, -0.473, -0.453], [-5.916, -0.739, 0.876], [-4.537, -1.049, 0.714], [-3.639, -0.122, 0.325], [-2.391, -0.626, -0.063], [-1.374, 0.210, -0.456], [0.216, -0.494, -0.884], [0.838, 0.344, -1.874], [0.041, -1.888, -1.173], [1.033, -0.272, 0.556], [1.381, -1.456, 1.311], [2.418, -2.369, 0.624], [3.273, -1.631, -0.413], [3.767, -0.348, 0.067], [4.861, -0.472, 1.015], [5.211, 0.917, 1.549], [5.574, 1.793, 0.509], [4.534, 1.898, -0.437], [4.164, 0.535, -1.021], [-1.534, 1.583, -0.489], [-2.753, 2.109, -0.109], [-3.779, 1.270, 0.297], [-4.937, 1.872, 0.667], [-6.242, 0.439, -0.913], [-7.680, -0.365, -0.285], [-6.442, -1.303, -1.134], [-6.325, -1.642, 1.338], [-6.055, 0.098, 1.566], [-2.237, -1.693, -0.065], [1.874, 0.276, 0.391], [0.457, -2.010, 1.484], [1.763, -1.108, 2.274], [1.899, -3.166, 0.091], [3.049, -2.826, 1.388], [4.098, -2.290, -0.732], [2.648, -1.433, -1.287], [4.550, -1.111, 1.843], [5.754, -0.915, 0.541], [6.068, 0.869, 2.222], [4.342, 1.322, 2.091], [4.899, 2.566, -1.218], [3.645, 2.342, 0.036], [3.322, 0.649, -1.708], [5.029, 0.130, -1.573], [-0.721, 2.206, -0.820], [-2.937, 3.172, -0.113]], "mulliken_charge": [-1.032, -0.375, -0.455, 0.034, -0.290, -0.207, 1.515, -0.729, -0.663, -0.287, -0.779, -0.853, -1.228, 0.589, -0.633, -0.739, -0.390, -0.656, -0.562, -0.507, -0.865, 0.642, -0.335, 0.299, 0.362, 0.306, 0.346, 0.320, 0.504, 0.360, 0.333, 0.430, 0.408, 0.502, 0.441, 0.575, 0.353, 0.295, 0.367, 0.316, 0.368, 0.301, 0.337, 0.360, 0.488, 0.434], "smiles": "CCOc1cc(S(=O)(=O)NCCCN2CCOCC2)ccc1F", "lumo_energy_ha": 0.0285}

=====

{"formula": "C15H23GeNO7Ti", "method": "ωB97M-V with the def2-TZVPD basis set", "elements": ["Ti", "O", "C", "O", "C", "C", "C", "C", "C", "N", "C", "O", "O", "H", "H", "H", "H", "H", "C", "C", "C", "O", "C", "O", "O", "H", "H", "H", "H", "H", "H", "H", "C", "Ge", "C", "C", "C", "H", "H", "H", "H", "H", "H", "H", "H", "H", "H", "H"], "positions_angstrom": [[0.406, 0.174, 0.189], [-3.089, 0.262, -1.899], [-1.990, -0.170, -1.243], [-1.184, 0.737, -0.714], [-1.653, -1.465, -1.039], [-2.250, -2.685, -1.489], [-1.656, -3.875, -1.244], [-0.383, -3.905, -0.551], [0.132, -2.744, -0.092], [-0.496, -1.532, -0.219], [1.428, -2.541, 0.571], [2.201, -3.550, 0.935], [1.805, -1.392, 0.788], [-3.062, 1.226, -1.897], [-3.177, -2.633, -2.045], [-2.099, -4.798, -1.587], [0.139, -4.847, -0.432], [1.760, -4.389, 0.749], [2.347, 1.247, -3.505], [2.585, 0.701, -2.109], [3.934, 0.013, -1.972], [1.529, -0.220, -1.754], [2.487, 1.842, -1.077], [3.181, 2.820, -1.193], [1.623, 1.628, -0.114], [2.443, 0.450, -4.247], [3.082, 2.019, -3.721], [1.350, 1.683, -3.579], [4.026, -0.790, -2.707], [4.047, -0.407, -0.972], [4.730, 0.736, -2.142], [1.405, -0.888, -2.435], [-1.486, 2.108, 4.447], [-1.492, 1.629, 2.544], [-1.380, 3.282, 1.501], [-3.143, 0.651, 2.152], [0.041, 0.450, 2.184], [-2.353, 2.725, 4.690], [-0.585, 2.669, 4.697], [-1.516, 1.213, 5.069], [-2.160, 3.976, 1.819], [-1.497, 3.083, 0.436], [-0.411, 3.759, 1.652], [-4.012, 1.303, 2.252], [-3.259, -0.178, 2.853], [-3.132, 0.241, 1.142], [-0.163, -0.503, 2.683], [0.946, 0.886, 2.622]], "mulliken_charge": [-0.586, -0.583, 0.467, -0.488, 0.193, -1.051, -0.810, -0.730, 1.103, 0.680, 0.501, -0.500, -0.312, 0.349, 0.515, 0.415, 0.245, 0.287, -1.763, 1.774, -1.816, -0.216, 0.290, -0.639, -0.442, 0.473, 0.408, 0.352, 0.430, 0.355, 0.412, 0.265, -1.255, 0.555, -1.134, -1.032, -0.717, 0.359, 0.364, 0.360, 0.407, 0.316, 0.346, 0.398, 0.337, 0.224, 0.413, 0.476], "lumo_energy_ha": [-0.0240, -0.0240]}